Arrangement one

{
  "formula": "C5H14N2",
  "method": "ωB97M-V with the def2-TZVPD basis set",
  "mol_weight_da": 102.18,
  "homo_lumo_gap_ev": 10.0,
  "spin_multiplicity": 1,
  "smiles": "C=C([NH3+])C[C@@H](C)[NH3+]",
  "total_charge": 2,
  "symbols": ["C", "C", "N", "C", "C", "C", "N", "H", "H", "H", "H", "H", "H", "H", "H", "H", "H", "H", "H", "H", "H"],
  "positions_angstrom": [[-0.62111, -0.60280, -1.69933], [-1.12869, -0.40849, -0.46088], [-2.65417, -0.21097, -0.56503], [-0.41564, 0.45544, 0.57175], [1.10607, 0.37775, 0.33703], [1.95158, 1.54878, 1.01974], [1.66719, -1.12305, 0.65750], [-1.31792, -0.24526, -2.52526], [0.25927, -1.20980, -1.93898], [-2.92558, -1.07252, -1.08594], [-2.95868, 0.61611, -1.16619], [-3.12945, -0.04760, 0.36154], [-0.77189, -0.03084, 1.49461], [-0.73651, 1.55775, 0.50205], [1.36163, 0.33996, -0.74027], [3.07438, 1.41828, 0.87092], [1.77156, 2.52546, 0.55924], [1.60496, 1.64824, 2.06795], [1.31153, -1.45598, 1.58753], [2.65847, -1.11662, 0.75597], [1.35382, -1.81316, -0.00030]]
}

***

Arrangement two

{
  "formula": "C5H14N2",
  "method": "ωB97M-V with the def2-TZVPD basis set",
  "mol_weight_da": 102.18,
  "homo_lumo_gap_ev": 11.5,
  "spin_multiplicity": 1,
  "smiles": "C=C([NH3+])C[C@@H](C)[NH3+]",
  "total_charge": 2,
  "symbols": ["C", "C", "N", "C", "C", "C", "N", "H", "H", "H", "H", "H", "H", "H", "H", "H", "H", "H", "H", "H", "H"],
  "positions_angstrom": [[0.36960, -0.84047, -2.14576], [-0.41950, -0.12507, -1.37595], [-1.36140, 0.81203, -2.08109], [-0.73705, -0.31823, 0.10387], [0.49417, -0.28192, 1.07827], [1.25040, 1.04029, 0.98747], [0.20580, -0.72052, 2.50470], [0.72558, -0.43540, -3.09593], [0.91240, -1.71720, -1.81731], [-0.88153, 1.09263, -2.94388], [-1.66498, 1.66273, -1.59350], [-2.23358, 0.34418, -2.35472], [-1.14300, -1.34019, 0.17512], [-1.43433, 0.42017, 0.52311], [1.08013, -1.09592, 0.62261], [2.03638, 1.08818, 1.74427], [1.76528, 1.05094, 0.02631], [0.58908, 1.89080, 1.13835], [0.92000, -1.41702, 2.69870], [-0.68843, -1.18746, 2.66750], [0.21498, 0.07745, 3.13786]]
}

***

Most stable: arrangement two (next structure +39.6 kcal/mol)